# 1
DFT (ωB97M-V with the def2-TZVPD basis set) results for C4H6O2 in the gas phase.

## Properties
HOMO energy: -9.9 eV
net charge: 0
energy relative to the best compared isomer or geometry (same formula, charge and spin): 247.5 kJ/mol
SMILES: O[C@H]1C[C@H]2O[C@@H]12
multiplicity: 1
lowest unoccupied orbital energy: 1.1 eV

Each line ends with the Löwdin charge.
Geometry (Å):
O 1.522229 -0.543343 -1.097278  -0.014
C 0.312593 -0.789059 -0.447341  -0.305
C 0.220281 -0.332838 1.048298  -0.051
C -0.683748 0.805787 0.595965  -0.210
O -0.076446 1.493081 -0.505594  -0.019
C -0.765338 0.269360 -0.763094  -0.170
H 1.603230 0.425705 -1.093956  0.096
H 0.045384 -1.833850 -0.618120  0.148
H -0.365501 -1.049817 1.632617  0.117
H 1.155288 -0.107122 1.567918  0.116
H -1.397257 1.385762 1.170914  0.144
H -1.570718 0.276336 -1.490328  0.148

Atomic forces in eV per Å
O 0.092 0.155 -0.072
C -0.240 -0.215 0.075
C 0.108 0.005 0.128
C -0.194 0.058 0.307
O 0.069 0.159 0.064
C -0.155 -0.122 -0.278
H 0.149 -0.212 -0.042
H -0.050 0.172 0.041
H 0.131 0.056 -0.053
H -0.103 0.072 -0.134
H 0.021 -0.162 -0.096
H 0.171 0.036 0.060

# 2
DFT (ωB97M-V with the def2-TZVPD basis set) results for a molecular structure, C2H3NO2 in a non-equilibrium geometry.

## Properties
HOMO energy: -9.1 eV
net charge: 0
energy relative to the best compared isomer or geometry (same formula, charge and spin): 230.3 kJ/mol
multiplicity: 1
lowest unoccupied orbital energy: 0.4 eV

Each line ends with the Löwdin charge.
Geometry (Å):
C 1.899395 -0.167422 0.293586  -0.109
C -0.566583 0.127707 -0.009317  -0.382
N 0.414052 0.751517 -0.467232  0.039
O 1.699695 -0.090155 1.404299  -0.004
O -1.485571 -0.523496 -0.656357  0.102
H -0.432771 0.051191 1.010168  0.100
H 0.592410 0.878456 -1.478617  0.112
H -2.120627 -1.027799 -0.096530  0.143

Atomic forces in eV per Å
C 2.013 -0.634 -0.909
C 0.962 0.625 -0.703
N -0.462 1.842 -2.859
O 0.379 -0.294 2.397
O -2.153 -1.126 -0.814
H -0.931 -0.666 2.524
H -0.682 -0.419 0.670
H 0.873 0.673 -0.306

# 3
DFT (ωB97M-V with the def2-TZVPD basis set) results for a molecular structure, C30H44N4OP2SiV in a non-equilibrium geometry.

## Properties
HOMO energy (spin up / spin down): -3.4 / -5.1 eV
net charge: 0
energy relative to the best compared isomer or geometry (same formula, charge and spin): 795.0 kJ/mol
<S²>: 3.7926
multiplicity: 4
lowest unoccupied orbital energy (spin up / spin down): 0.2 / 0.0 eV

Each line ends with the Mulliken spin population.
Geometry (Å):
V -1.227146 1.422995 -2.396975  0.822
C -2.068174 1.750767 -4.057207  -0.055
C -1.838725 0.310470 -3.897802  -0.013
C -0.610170 -0.366459 -4.426881  -0.038
C 0.662706 0.482278 -4.159482  0.123
C 0.690783 1.146591 -2.813356  0.114
C 0.389510 2.545409 -2.508934  0.141
C -0.168244 3.520674 -3.488172  -0.007
C -1.131585 2.846477 -4.509141  0.021
C 1.484051 0.948322 1.504705  0.550
H -3.120044 2.021400 -4.175190  0.043
H -2.718497 -0.349293 -3.806743  0.044
H -0.725470 -0.539328 -5.509332  -0.004
H -0.466121 -1.377821 -3.989410  0.010
H 1.533487 -0.190903 -4.196244  -0.020
H 0.827946 1.183402 -4.999385  -0.001
H 1.412919 0.691596 -2.137720  0.012
H 1.059610 2.964773 -1.750728  -0.006
H 0.677069 3.969368 -4.055558  0.016
H -0.616943 4.423592 -3.017904  -0.006
H -1.750709 3.657303 -4.898817  -0.004
H -0.524452 2.548585 -5.380472  -0.001
H 0.731919 1.513708 0.938166  -0.009
H 2.263232 1.649325 1.815089  0.046
H 0.998729 0.572242 2.404030  -0.360
P 2.167137 -0.373451 0.552518  -0.017
P -1.620788 -0.965660 0.871758  -0.124
N 3.329389 0.495873 -0.402431  0.081
N 3.069685 -1.398106 1.499278  -0.028
N -2.199346 0.585871 0.278782  0.140
N -2.934874 -1.936630 1.041446  0.029
C 1.063666 -1.352792 -0.525196  0.354
C -0.495761 -1.435849 -0.479942  0.191
C 3.389424 1.892012 -0.501207  0.050
C 4.520924 2.253359 -1.186457  -0.025
C 5.190146 1.049122 -1.570385  0.012
C 4.430034 -0.016598 -1.112271  -0.003
C 4.010786 -0.939014 2.440080  0.096
C 4.871116 -1.984890 2.725988  0.100
C 4.458366 -3.121106 1.946420  -0.013
C 3.359491 -2.745953 1.198490  0.167
C -1.693332 1.852412 0.605240  0.210
C -2.048552 2.783161 -0.382585  -0.075
C -2.885616 2.110223 -1.352646  0.184
C -2.745383 0.690670 -1.052268  0.158
C -4.242373 -1.746014 0.544535  0.009
C -5.063655 -2.739202 1.033248  0.006
C -4.266254 -3.593006 1.871817  -0.003
C -2.967629 -3.098451 1.845091  0.013
H 1.442774 -2.387040 -0.536379  0.055
H 1.295422 -1.014156 -1.558184  -0.025
H -0.880493 -0.936303 -1.399401  0.027
H -0.744008 -2.501484 -0.624554  -0.075
H 2.630601 2.514794 -0.042565  0.008
H 4.849967 3.274226 -1.383655  0.001
H 6.140669 0.989002 -2.101675  -0.001
H 4.568616 -1.085476 -1.195045  0.000
H 3.959002 0.064681 2.825182  0.007
H 5.713307 -1.970816 3.392580  0.016
H 4.911159 -4.102458 1.917629  0.004
H 2.721516 -3.288571 0.504293  0.005
H -1.341202 2.060305 1.604495  0.027
H -1.920147 3.857834 -0.347313  0.002
H -3.566460 2.552727 -2.069214  -0.016
H -3.416175 -0.106014 -1.392014  0.036
H -4.470434 -0.940872 -0.127811  -0.018
H -6.114709 -2.884786 0.789619  0.001
H -4.617570 -4.468733 2.395261  0.000
H -2.061773 -3.501954 2.240611  0.022
C -2.761955 0.083860 4.297112  -0.001
Si -1.128316 -0.726379 3.960550  0.027
C 0.269042 0.309524 4.596916  -0.001
C -0.892421 -2.491928 4.446718  0.004
O -0.963825 -0.691715 2.235470  -0.048
H -3.058499 -0.186017 5.315571  0.000
H -3.579445 -0.202177 3.623932  -0.001
H -2.664622 1.172623 4.257685  0.000
H 0.120633 0.489760 5.668469  -0.001
H 1.240303 -0.185084 4.491275  0.000
H 0.333851 1.292489 4.122448  0.004
H -1.710749 -3.156737 4.153341  0.009
H 0.039575 -2.892924 4.023506  -0.002
H -0.805891 -2.551623 5.539287  0.001

Atomic forces in eV per Å
V -2.173 0.020 4.372
C -1.355 -0.225 -1.070
C 0.451 -0.766 -0.553
C 0.374 -0.275 -0.848
C 0.646 -0.641 -1.209
C 0.991 0.363 -0.261
C 2.261 0.044 0.656
C 0.622 0.579 -0.730
C 0.286 0.725 -1.760
C -0.067 0.854 0.548
H 0.065 0.063 0.051
H 0.189 0.470 -0.263
H 0.371 -0.126 -0.115
H -0.203 0.436 0.029
H -0.094 0.022 -0.184
H -0.078 -0.251 0.479
H -0.050 0.512 -0.037
H -0.464 -0.050 -0.014
H -0.373 -0.192 -0.118
H -0.095 -0.765 0.117
H -0.103 0.000 -0.047
H -0.213 0.027 0.292
H 0.170 -0.203 -0.145
H 0.114 0.142 0.057
H 0.284 -0.140 -0.465
P -0.941 -1.792 -0.005
P 0.916 4.698 -1.963
N 0.497 1.202 -0.998
N -0.160 -0.179 -0.032
N -0.518 -2.450 1.787
N -1.376 -1.142 0.115
C 0.799 -0.094 -0.398
C -0.099 -1.530 0.396
C 0.474 0.087 0.043
C -0.273 -0.128 0.174
C -0.478 -0.689 0.214
C 0.055 0.821 0.222
C -0.135 -0.560 -0.338
C -0.400 -0.859 -0.606
C -0.154 0.820 0.170
C 0.251 0.134 0.282
C 0.320 1.054 -0.277
C -1.114 -1.236 0.124
C 0.075 0.075 1.287
C -0.413 -0.095 -0.904
C -0.566 -0.692 0.391
C 0.893 0.451 -0.139
C 1.264 0.922 -0.501
C -1.455 -0.323 -0.371
H -0.039 0.477 0.390
H -0.276 -0.047 0.366
H -0.345 0.378 0.302
H 0.151 0.181 -0.126
H 0.249 -0.164 -0.253
H -0.181 -0.428 0.051
H -0.461 -0.103 0.149
H 0.078 0.121 0.082
H 0.072 0.057 -0.113
H 0.003 0.116 0.149
H -0.025 0.137 0.113
H 0.488 0.084 0.354
H 0.173 -0.057 -0.112
H 0.181 -0.212 0.197
H 0.104 0.023 0.278
H 0.221 0.492 0.101
H 0.038 0.117 0.155
H 0.395 0.220 0.107
H 0.192 0.024 -0.008
H 0.206 -0.052 0.143
C -0.155 -0.158 0.199
Si -0.028 0.242 -0.586
C 0.167 0.085 0.294
C -0.062 -0.385 0.296
O -0.072 -0.485 -0.129
H -0.119 0.103 -0.009
H 0.234 -0.089 0.076
H 0.037 -0.084 -0.021
H -0.035 -0.061 -0.069
H -0.096 0.007 -0.041
H -0.120 -0.072 0.086
H 0.124 0.234 0.186
H -0.145 0.185 0.061
H 0.032 -0.009 -0.123